No. 1
{"formula": "C22H53FO10", "method": "ωB97M-V/def2-TZVPD", "charge": 0, "orbital_gap_ev": 10.67, "homo_ev": -10.1, "smiles": "CC[C@@H](C)[C@@](F)(CCCC(=O)O)OC=O.CCO.CCO.CCO.CCO.CCO.CCO", "lumo_energy_ev": 0.57, "elements": ["C", "C", "C", "C", "C", "F", "C", "C", "C", "C", "O", "O", "O", "C", "O", "H", "H", "H", "H", "H", "H", "H", "H", "H", "H", "H", "H", "H", "H", "H", "H", "H", "C", "C", "O", "H", "H", "H", "H", "H", "H", "C", "C", "O", "H", "H", "H", "H", "H", "H", "C", "C", "O", "H", "H", "H", "H", "H", "H", "C", "C", "O", "H", "H", "H", "H", "H", "H", "C", "C", "O", "H", "H", "H", "H", "H", "H", "C", "C", "O", "H", "H", "H", "H", "H", "H"], "positions_angstrom": [[-2.381, 1.697, -2.262], [-1.832, 0.351, -1.770], [-0.610, -0.162, -2.541], [-0.705, 0.162, -4.031], [0.734, 0.216, -1.894], [1.355, -0.987, -1.553], [1.727, 0.977, -2.726], [1.369, 2.451, -2.898], [1.964, 3.390, -1.822], [0.905, 4.267, -1.211], [0.723, 5.431, -1.518], [0.162, 3.658, -0.223], [0.586, 0.952, -0.689], [0.696, 0.209, 0.479], [-0.257, -0.310, 1.024], [-3.093, 1.555, -3.058], [-1.620, 2.410, -2.553], [-2.926, 2.150, -1.453], [-2.621, -0.374, -1.920], [-1.677, 0.397, -0.708], [-0.652, -1.241, -2.500], [-1.650, -0.228, -4.377], [-0.648, 1.213, -4.245], [0.059, -0.395, -4.554], [2.670, 0.940, -2.198], [1.915, 0.510, -3.677], [0.298, 2.602, -2.927], [1.746, 2.767, -3.855], [2.505, 2.868, -1.047], [2.645, 4.066, -2.312], [-0.233, 2.865, -0.603], [1.680, 0.227, 0.942], [-5.490, 1.258, 2.074], [-4.128, 0.718, 1.682], [-3.512, 1.519, 0.675], [-6.149, 1.301, 1.207], [-5.955, 0.629, 2.835], [-5.402, 2.271, 2.472], [-4.214, -0.286, 1.270], [-3.469, 0.673, 2.556], [-3.417, 2.408, 1.033], [4.508, -3.268, -2.492], [3.562, -4.101, -1.651], [2.997, -3.321, -0.601], [5.306, -2.860, -1.869], [4.954, -3.855, -3.297], [3.973, -2.423, -2.933], [4.089, -4.933, -1.187], [2.756, -4.507, -2.272], [2.523, -2.596, -1.019], [-2.457, 2.989, 4.466], [-3.495, 3.487, 5.455], [-4.793, 2.963, 5.158], [-2.736, 3.267, 3.448], [-1.473, 3.406, 4.683], [-2.384, 1.899, 4.499], [-3.578, 4.572, 5.403], [-3.217, 3.213, 6.473], [-4.739, 2.006, 5.211], [6.793, 0.033, -2.126], [6.054, 0.132, -3.447], [5.201, 1.276, -3.481], [6.084, -0.014, -1.298], [7.427, -0.854, -2.094], [7.422, 0.912, -1.969], [5.415, -0.736, -3.592], [6.761, 0.177, -4.282], [5.747, 2.058, -3.370], [-2.569, -0.838, 8.108], [-2.527, 0.382, 7.206], [-2.260, 1.576, 7.939], [-3.327, -0.712, 8.880], [-2.794, -1.740, 7.538], [-1.609, -0.977, 8.610], [-3.492, 0.527, 6.722], [-1.769, 0.255, 6.426], [-1.406, 1.469, 8.366], [-0.245, -6.473, -1.744], [-0.238, -5.365, -2.781], [0.291, -5.818, -4.026], [0.765, -6.855, -1.593], [-0.631, -6.115, -0.789], [-0.866, -7.308, -2.077], [0.395, -4.542, -2.452], [-1.250, -4.974, -2.937], [-0.264, -6.538, -4.336]], "mulliken_charge": [-1.36, -0.21, 0.40, -2.13, 1.20, -0.36, -1.39, -0.56, -0.51, 0.27, -0.59, -0.46, 0.25, -0.23, -0.45, 0.39, 0.43, 0.23, 0.57, -0.07, 0.32, 0.52, 0.35, 0.47, 0.55, 0.45, -0.06, 0.55, 0.33, 0.39, 0.19, 0.45, -1.20, -0.13, -0.39, 0.33, 0.35, 0.31, 0.32, 0.14, 0.24, -0.81, 0.04, -0.55, 0.24, 0.37, 0.10, 0.37, -0.08, 0.34, -0.58, -0.28, -0.52, 0.16, 0.38, 0.01, 0.35, 0.20, 0.28, -1.10, -0.05, -0.48, 0.24, 0.35, 0.41, 0.09, 0.30, 0.28, -1.20, 0.09, -0.52, 0.31, 0.34, 0.35, 0.14, 0.22, 0.29, -1.08, 0.14, -0.53, 0.28, 0.33, 0.37, -0.09, 0.29, 0.30]}

No. 2
{"formula": "C22H54BrNO5S", "method": "ωB97M-V/def2-TZVPD", "charge": 0, "orbital_gap_ev": 9.47, "de_lowest_kcal_mol": 0.0, "homo_ev": -8.9, "smiles": "COCCN(S)C[C@H](C)Br.CCOCC.CCOCC.CCOCC.CCOCC", "lumo_energy_ev": 0.59, "elements": ["C", "O", "C", "C", "N", "S", "C", "C", "C", "Br", "H", "H", "H", "H", "H", "H", "H", "H", "H", "H", "H", "H", "H", "H", "C", "C", "O", "C", "C", "H", "H", "H", "H", "H", "H", "H", "H", "H", "H", "C", "C", "O", "C", "C", "H", "H", "H", "H", "H", "H", "H", "H", "H", "H", "C", "C", "O", "C", "C", "H", "H", "H", "H", "H", "H", "H", "H", "H", "H", "C", "C", "O", "C", "C", "H", "H", "H", "H", "H", "H", "H", "H", "H", "H"], "positions_angstrom": [[2.751, -0.372, 1.836], [1.586, -0.986, 1.328], [1.463, -0.989, -0.074], [0.987, 0.352, -0.662], [-0.076, 0.977, 0.131], [0.348, 2.472, 0.816], [-1.409, 0.979, -0.467], [-2.160, -0.354, -0.392], [-1.985, -1.074, 0.928], [-1.735, -1.554, -1.899], [3.048, -0.918, 2.733], [3.576, -0.411, 1.113], [2.572, 0.676, 2.099], [2.432, -1.246, -0.526], [0.752, -1.779, -0.323], [0.618, 0.152, -1.674], [1.826, 1.044, -0.757], [0.212, 2.107, 2.101], [-2.007, 1.659, 0.145], [-1.422, 1.367, -1.494], [-3.205, -0.136, -0.606], [-2.202, -0.364, 1.733], [-2.648, -1.933, 1.014], [-0.949, -1.386, 1.062], [-1.174, 5.606, -4.157], [-1.667, 4.368, -3.431], [-1.065, 4.160, -2.163], [-1.260, 5.188, -1.200], [-2.715, 5.420, -0.833], [-0.088, 5.586, -4.258], [-1.612, 5.639, -5.155], [-1.459, 6.525, -3.643], [-1.411, 3.475, -4.002], [-2.760, 4.395, -3.342], [-0.797, 6.124, -1.531], [-0.708, 4.822, -0.336], [-3.296, 5.816, -1.666], [-2.771, 6.146, -0.020], [-3.178, 4.491, -0.495], [0.262, -0.673, 4.719], [1.363, -1.621, 5.154], [2.248, -1.088, 6.124], [1.659, -0.713, 7.358], [0.990, -1.857, 8.100], [0.685, 0.265, 4.352], [-0.304, -1.129, 3.906], [-0.433, -0.449, 5.530], [2.002, -1.855, 4.303], [0.932, -2.569, 5.497], [0.947, 0.108, 7.214], [2.490, -0.322, 7.946], [0.118, -2.239, 7.568], [0.650, -1.506, 9.076], [1.690, -2.679, 8.255], [-4.991, -0.068, -6.895], [-4.204, 1.221, -7.061], [-4.109, 1.999, -5.880], [-3.469, 1.371, -4.780], [-2.031, 0.959, -5.039], [-5.988, 0.137, -6.503], [-5.096, -0.555, -7.866], [-4.492, -0.771, -6.228], [-4.704, 1.875, -7.776], [-3.207, 1.002, -7.462], [-4.047, 0.506, -4.435], [-3.506, 2.119, -3.987], [-1.956, 0.163, -5.781], [-1.610, 0.578, -4.108], [-1.436, 1.809, -5.378], [2.415, -4.269, 1.503], [3.251, -5.416, 0.970], [4.412, -5.002, 0.266], [5.323, -4.197, 0.995], [5.878, -4.860, 2.243], [2.138, -3.585, 0.701], [1.498, -4.654, 1.953], [2.938, -3.697, 2.271], [2.684, -5.988, 0.235], [3.516, -6.103, 1.782], [4.868, -3.234, 1.255], [6.129, -3.995, 0.288], [5.108, -5.027, 2.997], [6.636, -4.214, 2.689], [6.340, -5.817, 1.999]], "mulliken_charge": [-0.87, 0.35, -1.01, -1.02, 0.32, -0.29, -1.04, 0.05, -1.10, -0.22, 0.18, 0.44, 0.19, 0.74, 0.20, 0.14, 0.62, 0.06, 0.55, 0.38, 0.52, 0.32, 0.46, 0.07, -1.41, 0.37, -0.25, -0.17, -1.11, 0.31, 0.43, 0.33, -0.28, 0.33, 0.35, 0.20, 0.29, 0.42, 0.22, -0.85, 0.13, -0.44, -0.32, -1.04, 0.27, 0.15, 0.45, -0.28, 0.32, 0.29, 0.37, 0.27, 0.39, 0.28, -1.02, -0.32, -0.44, -0.24, -0.81, 0.29, 0.39, 0.25, 0.36, 0.30, 0.33, 0.19, 0.39, 0.04, 0.30, -0.52, -0.58, -0.45, 0.04, -1.12, 0.09, 0.50, 0.00, 0.38, 0.31, -0.04, 0.40, 0.26, 0.42, 0.28]}

No. 3
{"formula": "C22H54N4O7", "method": "ωB97M-V/def2-TZVPD", "charge": 0, "orbital_gap_ev": 7.82, "homo_ev": -7.7, "lumo_energy_ev": 0.11, "elements": ["C", "C", "N", "H", "H", "H", "C", "C", "N", "H", "H", "H", "C", "C", "N", "H", "H", "H", "C", "C", "N", "H", "H", "H", "C", "C", "O", "H", "H", "H", "H", "H", "H", "C", "C", "O", "H", "H", "H", "H", "H", "H", "C", "C", "O", "H", "H", "H", "H", "H", "H", "C", "C", "O", "H", "H", "H", "H", "H", "H", "C", "C", "O", "H", "H", "H", "H", "H", "H", "C", "C", "O", "H", "H", "H", "H", "H", "H", "C", "C", "O", "H", "H", "H", "H", "H", "H"], "positions_angstrom": [[0.437, 0.023, -0.255], [-0.252, -1.077, -1.092], [-0.677, -1.934, -1.773], [0.639, -0.228, 0.764], [1.288, 0.374, -0.825], [-0.301, 0.768, -0.073], [-2.210, -4.048, -4.070], [-3.685, -4.220, -4.001], [-4.840, -4.330, -3.764], [-2.008, -3.158, -3.778], [-1.520, -4.686, -3.577], [-2.052, -4.255, -5.017], [-2.802, -1.528, 1.361], [-2.210, -0.273, 2.015], [-1.798, 0.786, 2.354], [-2.657, -2.406, 2.037], [-3.926, -1.285, 1.258], [-2.288, -1.770, 0.512], [1.739, -3.663, 0.249], [0.737, -3.674, 1.325], [-0.113, -3.681, 2.205], [2.091, -2.693, 0.451], [2.653, -4.347, 0.308], [1.287, -3.975, -0.791], [-2.774, 2.625, -1.578], [-2.059, 2.842, -2.858], [-0.714, 3.276, -2.466], [-2.171, 2.022, -0.803], [-3.554, 2.120, -1.787], [-3.276, 3.514, -1.080], [-2.362, 3.385, -3.701], [-1.712, 1.805, -3.179], [-0.232, 3.722, -3.358], [-3.098, -5.626, 0.500], [-2.185, -5.126, -0.620], [-0.913, -5.620, -0.435], [-4.186, -5.125, 0.487], [-2.709, -5.420, 1.457], [-3.248, -6.712, 0.520], [-2.288, -4.088, -0.896], [-2.461, -5.681, -1.543], [-0.561, -5.190, 0.276], [1.534, -0.117, -4.957], [2.189, 1.011, -4.103], [3.412, 0.647, -3.548], [1.537, -1.266, -4.548], [2.277, -0.137, -5.640], [0.535, 0.272, -5.401], [1.479, 1.257, -3.234], [2.386, 1.966, -4.569], [4.068, 1.341, -3.744], [2.661, 3.146, -1.045], [3.381, 4.059, -0.077], [4.723, 4.279, -0.499], [1.497, 3.025, -0.748], [3.190, 2.204, -1.181], [2.604, 3.561, -2.049], [3.300, 3.607, 0.774], [2.993, 5.003, -0.016], [5.061, 4.619, 0.178], [3.677, 2.023, 3.257], [2.367, 2.259, 2.448], [1.703, 3.385, 2.728], [4.291, 2.855, 3.354], [4.017, 0.943, 2.977], [3.474, 1.876, 4.385], [1.693, 1.452, 2.452], [2.632, 2.408, 1.383], [0.770, 3.555, 2.165], [-0.790, -0.994, 5.338], [0.516, -0.911, 4.470], [1.526, -1.582, 5.009], [-0.965, -1.958, 5.424], [-1.602, -0.339, 5.014], [-0.549, -0.696, 6.279], [0.872, 0.117, 4.624], [0.187, -1.017, 3.507], [2.243, -1.540, 4.353], [-1.381, 2.466, 2.062], [-1.607, 3.391, 0.784], [-0.255, 3.885, 0.419], [-0.939, 3.219, 2.876], [-0.929, 1.626, 1.680], [-2.321, 2.001, 2.242], [-2.053, 4.281, 0.988], [-2.049, 2.992, -0.141], [-0.382, 4.380, -0.430]], "mulliken_charge": [1.15, -0.23, -0.35, 0.11, 0.28, -0.93, -1.10, 0.44, -0.46, 0.29, 0.37, 0.48, -0.62, 0.72, -0.21, 0.26, 0.36, -0.20, -0.71, 0.46, -0.49, 0.23, 0.37, 0.23, -1.43, -0.21, -0.46, 0.06, 0.78, 0.29, 0.50, 0.11, 0.30, -1.11, 0.24, -0.53, 0.27, 0.35, 0.31, 0.00, 0.20, 0.17, -1.14, 0.28, -0.57, 0.22, 0.44, 0.24, -0.24, 0.46, 0.32, -0.58, -0.02, -0.53, 0.03, 0.31, 0.54, -0.06, 0.44, 0.24, -1.33, 1.32, -0.64, 0.45, 0.24, 0.32, -0.42, -0.54, 0.23, -1.72, 0.50, -0.57, 0.49, 0.32, 0.52, 0.23, -0.13, 0.32, -0.72, 0.50, -0.57, 0.22, -0.45, 0.42, 0.92, -0.82, 0.21]}